[1]
Here is a structure of composition C37H54ClN7O3Sn at a distorted geometry from the Open Molecules 2025 dataset. Energies are from ωB97M-V/def2-TZVPD.

## Properties
F_max in hartree/bohr: 0.1256
E_LUMO in eV: -0.126
Charge: 0
Energy above the lowest of the compared OMol25 structures with the same formula, charge and spin in eV: 6.015
Kohn-Sham gap in eV: 5.53
HOMO energy in eV: -5.65

CARTESIAN COORDINATES (ANGSTROEM)
1 Sn -0.194 0.114 0.199
2 N 0.453 0.602 2.435
3 C -0.318 1.858 2.604
4 C -0.156 2.467 3.993
5 C -0.810 3.838 4.281
6 C -0.387 5.033 3.404
7 N -0.686 5.006 1.960
8 C -1.825 4.753 1.331
9 N -1.767 4.235 0.107
10 N -3.027 5.019 1.886
11 C -1.795 1.598 2.186
12 O -2.672 1.953 2.983
13 O -2.006 1.216 1.000
14 H 0.156 -0.044 3.148
15 H 1.461 0.710 2.487
16 H 0.160 2.463 1.837
17 H 0.912 2.537 4.225
18 H -0.583 1.766 4.719
19 H -0.522 4.124 5.298
20 H -1.888 3.703 4.317
21 H 0.700 5.093 3.440
22 H -0.758 5.969 3.831
23 H 0.126 5.044 1.362
24 H -0.967 3.618 -0.125
25 H -2.640 3.917 -0.284
26 H -3.019 5.576 2.725
27 H -3.615 4.190 1.943
28 C -0.962 -3.577 -3.074
29 C 0.301 -3.688 -2.217
30 C 1.332 -4.603 -2.882
31 C -0.032 -4.146 -0.810
32 C -0.534 -5.445 -0.639
33 C -0.861 -5.901 0.606
34 C -0.741 -5.095 1.731
35 C -0.250 -3.767 1.640
36 C 0.467 -2.722 3.554
37 C -0.601 -2.576 4.636
38 C 1.643 -3.508 4.089
39 C 0.135 -3.273 0.243
40 N 0.608 -1.978 -0.013
41 C 2.013 -1.926 0.157
42 C 2.653 -0.809 -0.229
43 N 1.929 0.207 -0.767
44 C 2.737 1.275 -1.258
45 C 3.256 2.367 -0.551
46 C 4.035 3.318 -1.212
47 C 4.317 3.238 -2.558
48 C 3.783 2.183 -3.273
49 C 2.987 1.220 -2.661
50 C 2.435 0.160 -3.618
51 C 3.178 -1.176 -3.538
52 C 0.919 -0.061 -3.579
53 C 3.020 2.637 0.912
54 C 2.150 3.879 1.111
55 C 4.324 2.791 1.707
56 H -0.719 -3.173 -4.059
57 H -1.692 -2.911 -2.607
58 H -1.438 -4.550 -3.217
59 H 0.744 -2.697 -2.169
60 H 0.936 -5.606 -3.058
61 H 2.226 -4.696 -2.264
62 H 1.630 -4.190 -3.847
63 H -0.661 -6.085 -1.502
64 H -1.242 -6.906 0.739
65 H -0.922 -5.546 2.698
66 H 0.781 -1.738 3.252
67 H -0.929 -3.553 4.996
68 H -1.495 -2.016 4.368
69 H -0.123 -2.044 5.465
70 H 1.326 -4.499 4.420
71 H 2.093 -2.998 4.945
72 H 2.418 -3.635 3.331
73 H 2.543 -2.788 0.540
74 H 3.737 -0.755 -0.147
75 H 4.426 4.157 -0.651
76 H 4.926 3.990 -3.043
77 H 3.973 2.108 -4.338
78 H 2.633 0.558 -4.618
79 H 2.958 -1.702 -2.611
80 H 4.258 -1.029 -3.602
81 H 2.876 -1.822 -4.368
82 H 0.619 -0.655 -2.720
83 H 0.610 -0.599 -4.481
84 H 0.381 0.889 -3.549
85 H 2.499 1.782 1.351
86 H 2.691 4.741 0.711
87 H 1.969 4.039 2.176
88 H 1.216 3.775 0.554
89 H 4.875 3.686 1.420
90 H 4.977 1.931 1.551
91 H 4.115 2.866 2.778
92 O 0.046 1.990 -0.203
93 Cl -5.878 -1.352 0.317
94 C -4.316 -1.885 0.857
95 C -4.188 -3.045 1.612
96 C -2.935 -3.448 1.971
97 C -1.769 -2.642 1.659
98 N -1.959 -1.515 0.965
99 C -3.214 -1.167 0.555
100 H -5.068 -3.624 1.865
101 H -2.845 -4.330 2.559
102 H 0.142 -2.661 2.137
103 H -3.278 -0.249 -0.009


[2]
Here is a structure of composition C8H3Cl3CrF6NO5S2 at a distorted geometry from the Open Molecules 2025 dataset. Energies are from ωB97M-V/def2-TZVPD.

## Properties
F_max in hartree/bohr: 0.0952
E_LUMO (alpha / beta) in eV: 2.338 / 2.246
Charge: -1
2S+1: 5
Kohn-Sham gap (alpha / beta) in eV: 6.60 / 7.85
⟨S²⟩: 6.043
HOMO energy (alpha / beta) in eV: -4.26 / -5.61

CARTESIAN COORDINATES (ANGSTROEM)
1 Cr 0.232 -1.614 -1.128
2 Cl 5.494 -1.614 3.388
3 C 3.926 -1.614 2.603
4 C 3.848 -1.614 1.206
5 C 2.596 -1.614 0.586
6 Cl 2.435 -1.614 -1.144
7 C 1.407 -1.614 1.356
8 O 0.216 -1.614 0.745
9 C 1.500 -1.614 2.758
10 Cl 0.051 -1.614 3.751
11 C 2.759 -1.614 3.375
12 H 4.748 -1.614 0.608
13 H 2.828 -1.614 4.455
14 F -0.037 3.162 -0.831
15 C -0.279 2.696 -2.086
16 F 0.825 3.043 -2.821
17 F -1.305 3.425 -2.616
18 S -0.590 0.882 -2.168
19 O 0.232 0.261 -1.128
20 O -0.176 0.489 -3.523
21 N -2.164 0.796 -1.995
22 S -2.697 1.231 -0.571
23 O -2.391 0.342 0.549
24 O -2.583 2.658 -0.264
25 C -4.473 0.961 -0.914
26 F -5.274 1.257 0.150
27 F -4.919 1.729 -1.954
28 F -4.750 -0.331 -1.258
29 H -1.461 -1.614 -1.128


[3]
Here is a structure of composition H8O4 at a distorted geometry from the Open Molecules 2025 dataset. Energies are from ωB97M-V/def2-TZVPD.

## Properties
F_max in hartree/bohr: 0.1448
E_LUMO in eV: 0.112
Charge: 0
Energy above the lowest of the compared OMol25 structures with the same formula, charge and spin in eV: 3.768
Kohn-Sham gap in eV: 9.17
HOMO energy in eV: -9.06

CARTESIAN COORDINATES (ANGSTROEM)
1 O -0.317 -2.337 -0.757
2 H -0.335 -1.541 -0.225
3 H -1.052 -2.237 -1.362
4 O 1.501 1.907 1.218
5 H 1.944 1.339 0.588
6 H 1.848 2.781 1.039
7 O -1.030 -1.045 0.687
8 H -1.917 -0.897 0.361
9 H -0.585 -0.207 0.561
10 O -0.188 0.531 -0.424
11 H 0.018 0.269 -1.322
12 H 0.113 1.437 -0.364


[4]
Here is a structure of composition C5H7NO at a distorted geometry from the Open Molecules 2025 dataset. Energies are from ωB97M-V/def2-TZVPD.

## Properties
F_max in hartree/bohr: 0.0368
E_LUMO in eV: 0.945
Charge: 0
Energy above the lowest of the compared OMol25 structures with the same formula, charge and spin in eV: 2.598
Kohn-Sham gap in eV: 10.36
HOMO energy in eV: -9.42

CARTESIAN COORDINATES (ANGSTROEM)
1 C 0.802 -0.946 -1.442
2 C 0.403 0.006 -0.363
3 N 1.313 0.481 0.654
4 C 0.147 -0.209 1.141
5 C -1.080 0.741 1.193
6 C -0.928 0.655 -0.312
7 O -1.890 0.476 -1.026
8 H -0.092 -1.463 -1.807
9 H 1.526 -1.670 -1.061
10 H 1.253 -0.410 -2.284
11 H 1.299 1.486 0.801
12 H 0.291 -1.175 1.611
13 H -0.919 1.634 1.809
14 H -2.125 0.393 1.085


[5]
Here is a structure of composition CH2FNO at a distorted geometry from the Open Molecules 2025 dataset. Energies are from ωB97M-V/def2-TZVPD.

## Properties
F_max in hartree/bohr: 0.0833
E_LUMO (alpha / beta) in eV: 0.530 / -3.649
Charge: 0
Energy above the lowest of the compared OMol25 structures with the same formula, charge and spin in eV: 2.112
2S+1: 3
Kohn-Sham gap (alpha / beta) in eV: 9.94 / 7.79
⟨S²⟩: 2.027
HOMO energy (alpha / beta) in eV: -9.41 / -11.44

CARTESIAN COORDINATES (ANGSTROEM)
1 C -0.369 0.681 0.074
2 N 0.088 -0.606 -0.110
3 O 0.266 1.692 -0.117
4 F 1.754 -1.002 -0.111
5 H -1.542 0.700 -0.076
6 H -0.196 -1.464 0.340


[6]
Here is a structure of composition CH11N2Ni at a distorted geometry from the Open Molecules 2025 dataset. Energies are from ωB97M-V/def2-TZVPD.

## Properties
F_max in hartree/bohr: 0.0285
E_LUMO (alpha / beta) in eV: 4.181 / 4.218
Charge: -1
Energy above the lowest of the compared OMol25 structures with the same formula, charge and spin in eV: 0.000
2S+1: 3
Kohn-Sham gap (alpha / beta) in eV: 3.66 / 7.62
⟨S²⟩: 2.016
HOMO energy (alpha / beta) in eV: 0.53 / -3.40

CARTESIAN COORDINATES (ANGSTROEM)
1 C 0.005 -1.765 -0.911
2 Ni -0.344 -0.118 0.076
3 N -2.269 -0.290 0.265
4 H 1.222 -0.206 0.076
5 H 1.000 -0.639 0.712
6 H 1.040 -2.091 -0.897
7 H -0.283 -1.548 -1.945
8 H -0.629 -2.542 -0.478
9 H -2.735 0.476 -0.212
10 H -2.421 -0.245 1.268
11 H -2.618 -1.190 -0.094
12 N -0.257 1.722 0.711
13 H -0.609 1.736 1.668
14 H -0.867 2.279 0.097
15 H 0.669 2.193 0.713